Computed, not measured: C9H22NOP in the gas phase, with ωB97M-V/def2-TZVPD.

Properties
- E_LUMO: 0.033 Eh
- Energy above the lowest of the compared OMol25 structures with the same formula, charge and spin: 0.0 kcal per mole
- Orbital gap: 9.3326 eV

Geometry as ORCA input:
```
! RIJCOSX wB97M-V def2-TZVPD def2/J DEFGRID3
* xyz 0 1
C -1.012 -0.584 -2.549
H 0.053 0.019 -0.204
H -3.274 -0.597 2.110
H -3.225 1.069 1.527
H -0.272 2.635 -1.436
H -1.289 -2.290 -3.878
C 3.091 -1.753 1.969
P -0.320 1.653 1.415
C -2.676 0.126 1.554
C -1.298 0.297 2.184
H 2.495 -2.524 2.458
H -1.738 1.708 -1.133
O 1.702 0.071 2.590
H -0.856 1.375 -3.398
H 2.791 0.071 0.834
H 3.641 -2.211 1.146
H 0.206 -1.395 -4.146
H -1.328 -0.729 -4.693
H 1.398 -1.018 0.860
C -0.415 0.820 -2.564
H -2.075 -0.512 -2.289
H 2.049 1.956 1.808
C 2.223 -0.622 1.467
H 1.119 1.856 3.309
H 0.660 0.762 -2.768
H -2.592 -0.241 0.529
C 1.267 1.389 2.331
C -0.654 1.623 -1.297
H -0.551 -1.196 -1.767
N 0.025 1.029 -0.142
H -1.374 0.518 3.253
H -0.731 -0.638 2.114
C -0.851 -1.291 -3.887
H 3.813 -1.374 2.693
*
```